(1)
DFT (wB97M-V/def2-TZVPD) results for a molecular structure, BrSr.

Last column: Mulliken charge in e.
Positions of all 2 atoms, in Å:
1 Br -1.0798 -1.0152 0.1376  0.170
2 Sr 1.0798 1.0152 -0.1376  1.830

LUMO level (spin up / spin down) in eV: -10.54 / -13.46
E_HOMO (spin up / spin down) in hartree: -0.781 / -0.765
Total charge: +2
Spin multiplicity: 2

***

(2)
DFT (wB97M-V/def2-TZVPD) results for 2 unconnected molecules or ions with the total composition C3H7S.

Last column: Mulliken charge in e.
Positions of all 11 atoms, in Å:
1 C 0.2166 0.0821 0.3747  -0.775
2 S -5.4860 2.2081 -1.0241  -0.927
3 H 2.5768 -1.7735 1.0277  0.335
4 H -0.6766 -0.1169 -0.2514  0.269
5 H 0.3640 1.0933 0.5889  0.263
6 H 1.4657 -0.6432 -1.3829  0.202
7 H 3.4051 -1.7559 -0.2827  0.246
8 C 1.3915 -0.6287 -0.2501  0.086
9 H 0.1357 -0.3899 1.4559  0.223
10 C 2.4480 -1.4019 0.1352  -0.850
11 H -5.8407 3.3264 -0.3914  -0.073

LUMO level in eV: 2.94
E_HOMO in hartree: -0.085
Energy relative to the best compared isomer or geometry (same formula, charge and spin) in kcal/mol: 47.2
Total charge: -1

***

(3)
DFT (wB97M-V/def2-TZVPD) results for 2 unconnected molecules or ions with the total composition C24H23O5S2.

Last column: Mulliken charge in e.
Positions of all 54 atoms, in Å:
1 C -3.2173 0.8239 0.8998  -0.153
2 C 4.5572 -0.0084 2.4442  -0.798
3 H -1.0945 1.0970 -3.3589  0.368
4 H 3.2274 -1.0313 -2.9903  0.458
5 H -3.7574 1.7734 0.9569  0.223
6 C -0.0855 1.4466 -3.1364  -0.427
7 H 0.7735 -0.5509 -3.1872  0.330
8 H 4.9572 -0.9436 4.3201  0.379
9 H 6.4654 -3.0302 0.8042  0.430
10 C -3.2101 -1.5731 0.9310  0.277
11 H -5.5996 1.4090 2.2043  0.314
12 H -1.2981 -2.5359 0.8729  0.328
13 C 2.2196 0.9127 -2.6269  0.851
14 C -1.8364 -1.5862 0.8331  -1.306
15 O 2.6903 1.3952 0.3431  -0.430
16 C 4.1363 -0.0330 -1.4265  -0.421
17 H -7.0780 0.4144 2.2035  0.433
18 H -0.5994 3.5376 -2.9869  0.365
19 C 0.9351 0.5129 -3.0186  -0.520
20 C 2.5206 2.2911 -2.5117  -0.342
21 C 1.5099 3.2304 -2.6803  -0.503
22 H 6.2123 -2.8836 3.3087  0.366
23 C 5.0904 -1.0204 3.2435  -0.588
24 O 5.0167 2.1650 -0.2594  -0.652
25 C -5.9801 0.3824 2.1759  -1.648
26 H -5.7744 -2.3201 0.0321  0.421
27 H -1.2997 1.7964 0.8020  0.396
28 C -6.0857 -1.7655 0.9251  -2.168
29 C 0.2018 2.8044 -2.9464  -0.488
30 H -3.7324 -2.5292 1.0079  0.272
31 H -5.6296 -0.1434 3.0723  0.369
32 H 1.7642 4.2864 -2.5667  0.378
33 C -5.9855 0.3851 -0.3241  -1.621
34 H -5.6032 1.4113 -0.3515  0.316
35 C -1.8462 0.8490 0.7943  -0.849
36 C -1.0757 -0.3724 0.4939  -0.004
37 C 3.1973 -0.1170 -2.3894  -0.257
38 H -7.0832 0.4186 -0.3499  0.424
39 O 6.6418 -0.7115 -1.7863  -0.661
40 H 3.5534 2.6197 -2.3706  0.436
41 O 4.9079 -2.5450 -1.7530  -0.671
42 H 4.0047 0.8510 2.8211  0.451
43 C -5.4863 -0.3545 0.9248  2.187
44 C 5.3744 -1.2136 0.5113  0.243
45 S 4.0453 1.1096 -0.0508  1.149
46 C 4.7334 -0.1217 1.0761  0.455
47 H -7.1837 -1.7172 0.9269  0.423
48 C -3.9519 -0.3803 0.9165  0.224
49 S 5.4036 -1.2776 -1.2847  1.238
50 H -5.7721 -2.3188 1.8179  0.416
51 O 0.0544 -0.3753 -0.0551  -0.592
52 C 5.9299 -2.2172 1.2940  -0.693
53 H -5.6378 -0.1388 -1.2230  0.363
54 C 5.7797 -2.1075 2.6770  -0.489

LUMO level in eV: 1.97
E_HOMO in hartree: -0.100
Energy relative to the best compared isomer or geometry (same formula, charge and spin) in kcal/mol: 0.0
Total charge: -1

***

(4)
DFT (wB97M-V/def2-TZVPD) results for a molecular structure, C29H20Br3FeN4O3S2.

Last column: Mulliken charge in e.
Positions of all 62 atoms, in Å:
1 H -1.7582 4.1365 2.9582  0.270
2 C 2.0134 -0.8370 2.0598  -0.282
3 C -4.3612 1.3465 1.3863  -0.496
4 C -0.3636 -1.1752 2.9257  0.270
5 C -1.6113 1.3495 1.0284  0.064
6 H -0.6626 -1.5406 1.9510  0.433
7 H 3.0033 -2.5353 -2.3701  0.280
8 C 0.2310 0.7689 -2.3306  -0.865
9 C -2.0826 -4.4109 -3.0546  -0.085
10 C 3.5594 -1.7113 -1.9247  -1.201
11 Fe 0.2638 -0.7118 -0.7850  0.042
12 H 1.5426 2.1718 1.0361  0.305
13 C 0.9510 -0.7810 3.1532  0.425
14 C 0.3821 -0.2048 5.4252  -0.499
15 C -0.8016 -5.5414 -0.8498  -0.083
16 C -0.5167 -4.1641 -1.1848  0.548
17 H 4.3981 0.8117 -1.8354  0.384
18 C -0.8413 1.6625 -2.4889  0.107
19 H 2.1555 -1.0371 -3.8680  0.418
20 C 2.3821 -0.1321 -3.2954  -1.200
21 C 1.2041 0.8166 -3.3381  2.151
22 H 2.3490 -0.0128 4.5514  0.453
23 C 1.3170 -0.3021 4.4063  -0.767
24 O 1.6201 -0.9255 0.8614  0.488
25 C 0.4854 2.2529 1.2641  -0.558
26 O -1.8020 -0.6964 -0.1935  -0.171
27 C -2.3678 0.2459 0.4424  0.236
28 H -5.4352 1.3344 1.5124  0.404
29 H 1.9086 1.7139 -5.1645  0.329
30 H 0.6678 0.1854 6.3951  0.354
31 C -0.9449 2.5456 -3.5579  -0.751
32 H 3.7939 -1.9722 -0.8930  0.233
33 C -2.2123 2.3722 1.8003  0.619
34 C 1.1183 1.6972 -4.4166  -0.830
35 C 0.0440 2.5656 -4.5342  -0.571
36 C -3.6160 2.3330 1.9666  0.122
37 N -0.2901 1.3207 0.7770  0.521
38 C 3.4600 0.5858 -1.2980  -1.300
39 N -2.8453 -5.0418 -3.6433  -0.568
40 N -0.9997 -6.6424 -0.5751  -0.569
41 C -1.1309 -3.6072 -2.3197  0.534
42 S -0.8035 -2.0726 -2.8936  -0.250
43 H -1.6449 1.6615 -1.7575  0.120
44 H -0.0183 3.2501 -5.3734  0.327
45 Br -4.8425 -1.0162 -0.1230  -0.208
46 H 2.8291 1.4773 -1.3137  0.278
47 O 3.1917 -0.7283 2.4218  -0.801
48 H 3.2466 0.3494 -3.7883  0.320
49 C -0.0094 3.2935 2.0707  -0.998
50 H 4.5073 -1.5747 -2.4787  0.356
51 C -3.7538 0.3381 0.6319  -0.189
52 Br -3.0588 -1.6973 3.6848  -0.187
53 S 0.5764 -3.3410 -0.2165  -0.276
54 H 3.6766 0.3369 -0.2605  0.324
55 N 2.7502 -0.5081 -1.9405  0.799
56 H -1.7998 3.2101 -3.6367  0.404
57 C -0.9280 -0.6127 5.2130  -0.485
58 H 0.6736 4.0252 2.4829  0.415
59 C -1.3478 3.3516 2.3359  -0.997
60 H -1.6702 -0.5468 5.9970  0.384
61 C -1.2754 -1.1033 3.9655  -0.207
62 Br -4.5066 3.6736 2.9991  -0.320

LUMO level (spin up / spin down) in eV: 3.80 / 3.29
E_HOMO (spin up / spin down) in hartree: -0.086 / -0.092
Energy relative to the best compared isomer or geometry (same formula, charge and spin) in kcal/mol: 6.0
Total charge: -2
Spin multiplicity: 6